A structure of composition C36H56BrLuN7O6PS2Se2. Source: the OMol25 dataset; level of theory: wB97M-V/def2-TZVPD.

Properties
E_tot: -11990.079450 hartree
Relative energy (zero: lowest compared OMol25 entry of this formula, charge and spin): 238.2 kJ/mol
HOMO: -12.6 eV
HOMO-LUMO gap: 7.305 eV
Strongest force on any atom: 3.5 eV/Å

Geometry as ORCA input:
```
! RIJCOSX wB97M-V def2-TZVPD def2/J DEFGRID3
* xyz 2 1
Lu 0.48811 -0.45985 1.31661
N -0.35777 1.69563 0.66153
C 0.42559 2.33118 -0.38079
C 0.08837 3.80832 -0.60595
C -0.16509 4.29100 -2.01292
C 0.96130 4.76039 -2.92030
N 2.09376 3.73273 -2.90201
C 2.20732 2.65670 -3.67301
N 3.03020 1.64188 -3.29065
N 1.62631 2.47409 -4.85012
C 1.88509 1.97993 -0.03785
O 2.84312 2.66772 -0.39780
O 2.06597 0.81260 0.56552
H -1.28944 1.80284 0.36329
H -0.26767 2.26705 1.52955
H 0.27810 1.78888 -1.38197
H 0.80436 4.49213 -0.10343
H -0.88533 3.94329 -0.18893
H -0.92225 5.07954 -2.02917
H -0.61552 3.50549 -2.56271
H 1.48541 5.70497 -2.64208
H 0.63283 4.85031 -4.00245
H 2.50978 3.68679 -1.95026
H 3.55874 1.74251 -2.45813
H 3.09154 0.75586 -3.77512
H 0.99437 3.21669 -5.11683
H 1.52024 1.63215 -5.39717
C 3.56144 -2.36997 0.72562
O 2.28753 -1.98877 0.20444
C 2.33519 -1.77502 -1.15136
C 3.52907 -1.98269 -1.89972
C 3.39668 -1.78197 -3.27619
Br 4.99542 -1.97096 -4.29268
C 2.21324 -1.59333 -3.93001
C 1.03287 -1.38690 -3.15673
C 1.14296 -1.40612 -1.74125
O 0.11012 -1.00869 -0.87434
C -0.24478 -1.29726 -3.96247
N -0.53496 -0.22350 -4.77852
C -1.75535 -0.51362 -5.40113
C -2.62659 0.17634 -6.33661
C -3.82845 -0.40972 -6.52787
C -4.30153 -1.64614 -5.97717
C -3.45029 -2.31480 -5.13050
C -2.13751 -1.78972 -4.91431
N -1.23753 -2.22527 -3.94978
H 4.27723 -1.56956 0.68486
H 3.93653 -3.23807 0.27491
H 3.30450 -2.61436 1.76968
H 4.47689 -2.26450 -1.54801
H 2.17655 -1.57389 -4.99930
H -1.45327 -0.61775 -1.70078
H -2.30436 1.16633 -6.65162
H -4.50872 -0.06485 -7.27421
H -5.21963 -2.06592 -6.31268
H -3.65314 -3.20114 -4.59285
H -1.15629 -3.13909 -3.53120
C -1.72706 -4.00664 0.47134
Se -0.45888 -3.37440 1.83216
C -1.67349 -2.96394 3.25201
C -2.21265 -1.55086 3.40741
Se -2.42815 -0.65900 1.64802
C -3.14616 1.03146 2.39545
H -2.14214 -4.98598 0.60899
H -1.06566 -4.06953 -0.46656
H -2.57172 -3.37096 0.26728
H -0.97468 -3.11221 4.00673
H -2.46051 -3.68609 3.26899
H -1.58730 -0.82545 3.90600
H -3.25734 -1.39209 3.83963
H -2.43351 1.82272 2.15386
H -3.17864 0.95204 3.47136
H -4.02413 1.22236 1.83064
C -6.17899 1.06465 -3.10446
C -4.87487 0.66548 -2.51894
C -4.70942 -0.43643 -1.67981
C -3.41007 -0.90588 -1.33217
N -2.37179 -0.28849 -1.83348
C -2.48665 0.83760 -2.53635
C -3.70616 1.38667 -2.82692
H -6.59674 0.40921 -3.85609
H -6.03535 2.01307 -3.59126
H -6.97097 1.13831 -2.36749
H -5.57251 -0.92334 -1.25112
H -3.30294 -1.85707 -0.71817
H -1.53479 1.22346 -2.85794
H -3.74040 2.30386 -3.40975
C 0.63631 -0.13963 8.43172
C 1.28979 -0.97739 7.32653
C 0.83445 -2.44259 7.45930
O 0.74697 -0.40498 6.07979
P 1.54500 -0.21892 4.72768
S 0.66982 1.21414 3.60438
S 1.70147 -1.83220 3.50681
O 3.01227 0.21003 5.19918
C 4.22647 0.29366 4.41330
C 5.36029 -0.19124 5.23468
C 4.33155 1.66692 3.82591
H 1.03117 -0.44764 9.39274
H -0.40131 -0.50672 8.46783
H 0.61156 0.96491 8.34314
H 2.41367 -0.95528 7.26878
H -0.27663 -2.52379 7.45090
H 1.24609 -2.93603 8.27723
H 1.18258 -3.04105 6.56881
H 4.08101 -0.46391 3.60776
H 5.64470 0.51440 5.95827
H 6.18985 -0.41998 4.56444
H 5.10394 -1.12953 5.74750
H 4.33861 2.40745 4.63148
H 3.55527 1.81000 3.05072
H 5.30751 1.71693 3.34667
*
```

=====

A structure of composition C21H28InN5O3S. Source: the OMol25 dataset; level of theory: wB97M-V/def2-TZVPD.

Properties
E_tot: -1904.396445 hartree
Relative energy (zero: lowest compared OMol25 entry of this formula, charge and spin): 95.7 kJ/mol
HOMO: -14.0 eV
HOMO-LUMO gap: 7.138 eV
Strongest force on any atom: 1.4 eV/Å

Geometry as ORCA input:
```
! RIJCOSX wB97M-V def2-TZVPD def2/J DEFGRID3
* xyz 2 1
In 0.67911 0.05500 -0.62647
N 2.26421 1.10007 0.44983
C 2.74451 0.37351 1.66818
C 1.88796 0.59486 2.90332
C 2.05467 1.96399 3.56543
C 1.34773 3.16212 2.94385
N 2.09430 3.66649 1.77498
H 2.94608 1.00996 -0.30365
H 2.10074 2.10395 0.66715
H 3.77022 0.67751 1.88558
H 2.78229 -0.68633 1.40513
H 2.21633 -0.14651 3.63392
H 0.83417 0.36522 2.69305
H 3.12664 2.18446 3.62110
H 1.72291 1.87845 4.60095
H 1.22291 3.92485 3.71526
H 0.34429 2.88534 2.60865
H 3.01411 3.98247 2.06688
H 1.63801 4.48878 1.39256
O -1.44203 -2.25894 -3.27187
S -0.85567 -2.11332 -1.98390
O 0.62601 -2.06648 -1.90112
N -1.11350 -0.66959 -1.30180
C -2.32579 -0.08011 -0.91851
C -3.58177 -0.60665 -1.02811
C -4.70451 0.17444 -0.66291
C -4.55615 1.44813 -0.20036
C -3.26131 2.01160 -0.07705
C -3.02686 3.33768 0.34127
C -1.74545 3.82389 0.36906
C -0.69114 2.96955 0.03136
N -0.86398 1.71405 -0.34107
C -2.14560 1.23711 -0.43090
C -1.47774 -3.36072 -0.92428
C -1.33088 -3.25699 0.45564
C -1.79290 -4.28401 1.25696
C -2.38402 -5.40227 0.67724
C -2.51770 -5.49777 -0.69961
C -2.06683 -4.47062 -1.51619
H -3.72972 -1.59737 -1.43747
H -5.69296 -0.24743 -0.77971
H -5.41875 2.05094 0.05062
H -3.86435 3.96306 0.62456
H -1.53519 4.84442 0.65510
H 0.33258 3.32356 0.06807
H -0.87680 -2.38201 0.90623
H -1.69515 -4.21810 2.33180
H -2.74680 -6.20226 1.30847
H -2.97467 -6.37159 -1.14285
H -2.17539 -4.52174 -2.59063
C 4.50471 0.14448 -3.15188
C 3.17923 -0.47697 -2.84847
N 2.82627 -1.56635 -3.48158
O 2.44990 0.07868 -1.96657
H 4.92722 -0.21632 -4.08637
H 5.19566 -0.09660 -2.34170
H 4.39478 1.22592 -3.19429
H 3.43131 -1.96106 -4.18334
H 1.93475 -2.00638 -3.27953
*
```

=====

An isolated molecule of C4H7N3S. Source: the OMol25 dataset; level of theory: wB97M-V/def2-TZVPD.

Properties
E_tot: -718.897911 hartree
Relative energy (zero: lowest compared OMol25 entry of this formula, charge and spin): 537.4 kJ/mol
HOMO: -8.6 eV
HOMO-LUMO gap: 8.829 eV
Strongest force on any atom: 6.2 eV/Å

Geometry as ORCA input:
```
! RIJCOSX wB97M-V def2-TZVPD def2/J DEFGRID3
* xyz 0 1
N -3.69430 -0.59587 -0.47472
N -2.60710 -0.99136 0.31071
C -1.54064 -0.28910 0.59402
C -1.34224 1.07270 -0.05668
C -0.10605 1.49940 -0.19454
N 1.15510 0.88152 0.57657
C 1.67234 -0.20734 -0.04896
S 3.28547 -0.66755 -0.21656
H -3.92195 0.49141 -0.38659
H -4.41202 -1.37597 -0.55817
H -0.93472 -0.83609 1.27906
H -2.22110 1.56664 -0.83625
H -0.02744 2.53293 -0.92733
H 1.84452 1.56547 0.73798
H 1.02877 -0.77770 -0.49460
*
```

=====

An isolated molecule of C5H13NO. Source: the OMol25 dataset; level of theory: wB97M-V/def2-TZVPD.

Properties
E_tot: -328.265324 hartree
Relative energy (zero: lowest compared OMol25 entry of this formula, charge and spin): 140.5 kJ/mol
HOMO: -8.1 eV
HOMO-LUMO gap: 8.988 eV
Strongest force on any atom: 2.4 eV/Å

Geometry as ORCA input:
```
! RIJCOSX wB97M-V def2-TZVPD def2/J DEFGRID3
* xyz 0 1
C -0.28758 0.84650 2.83006
C 0.10832 1.33992 1.43006
N 0.78794 0.30373 0.66826
C 0.23686 -0.77748 -0.10387
C -0.05872 -0.40141 -1.56766
C -0.65742 -1.49622 -2.40926
O 1.09437 0.20929 -2.14109
H -0.65685 1.65205 3.47398
H 0.53589 0.40606 3.40088
H -1.02710 0.04295 2.80804
H -0.79036 1.70539 0.92692
H 0.85017 2.11985 1.58125
H 1.73148 0.56138 0.46839
H 0.97786 -1.57842 -0.06483
H -0.70361 -1.07793 0.35340
H -0.76803 0.43648 -1.43462
H 0.04163 -1.79219 -3.18779
H -0.73463 -2.37849 -1.76338
H -1.62814 -1.18859 -2.77950
H 0.94792 1.06711 -2.48924
*
```

=====

An isolated molecule of C8H10FN. Source: the OMol25 dataset; level of theory: wB97M-V/def2-TZVPD.

Properties
E_tot: -465.424883 hartree
Relative energy (zero: lowest compared OMol25 entry of this formula, charge and spin): 124.2 kJ/mol
HOMO: -9.2 eV
HOMO-LUMO gap: 10.230 eV
Strongest force on any atom: 5.2 eV/Å

Geometry as ORCA input:
```
! RIJCOSX wB97M-V def2-TZVPD def2/J DEFGRID3
* xyz 0 1
C -3.03848 0.29671 0.38824
N -1.57205 0.24637 0.59365
C -0.80700 -0.54993 -0.34135
F -1.21682 -1.86361 -0.41070
C 0.62986 -0.38120 -0.13057
C 1.12492 0.84305 -0.46798
C 2.49597 1.05227 -0.31690
C 3.30255 0.05394 0.21758
C 2.80029 -1.18654 0.47667
C 1.44393 -1.40597 0.31968
H -3.41940 -0.74258 0.21626
H -3.55305 0.68806 1.14913
H -3.20326 0.85506 -0.47229
H -1.29946 -0.00166 1.51105
H -1.03128 -0.06085 -1.43287
H 0.47619 1.58126 -0.93442
H 2.83322 2.08092 -0.29885
H 4.42552 0.14570 0.19307
H 3.51612 -1.85870 0.88604
H 0.92600 -2.37814 0.57867
*
```

=====

A cluster of 6 separate species, C12H22F6O18PS4 in total. Source: the OMol25 dataset; level of theory: wB97M-V/def2-TZVPD.

Properties
E_tot: -4358.305012 hartree
HOMO: -8.7 eV
HOMO-LUMO gap: 10.749 eV
Strongest force on any atom: 2.8 eV/Å

Geometry as ORCA input:
```
! RIJCOSX wB97M-V def2-TZVPD def2/J DEFGRID3
* xyz -1 1
P 0.14352 0.61262 -0.81237
F 0.58078 2.07041 -1.42651
F -0.39466 0.25716 -2.32083
F 1.65082 0.10930 -1.13527
F -0.30451 -0.85604 -0.32566
F 0.61338 1.10681 0.68008
F -1.32295 1.19509 -0.48996
O -0.09436 -4.24504 4.72820
C 0.21822 -3.52351 3.82457
O -0.30659 -2.28475 3.64103
C 0.45360 -1.60152 2.66144
C 0.95829 -2.68646 1.74042
C 1.21446 -3.81516 2.71176
H 1.29750 -1.04281 3.07949
H -0.09775 -0.90277 2.03863
H 1.86801 -2.57185 1.15406
H 0.09656 -2.82910 1.08697
H 2.23360 -3.77947 3.09588
H 1.00332 -4.74011 2.17699
C -2.92140 -1.39603 -3.38778
C -3.98365 -1.05284 -2.31405
O -5.20665 -1.50176 -2.85818
S -4.96803 -2.95527 -3.52324
O -5.76103 -3.08803 -4.69649
O -5.00024 -3.99626 -2.54429
O -3.44803 -2.57850 -4.00392
H -1.89760 -1.50228 -3.03626
H -2.86066 -0.69791 -4.22522
H -3.96802 -0.00516 -2.02114
H -3.83536 -1.58420 -1.36854
C 4.61942 1.03462 -2.01895
C 4.46783 -0.50649 -1.81964
O 5.63842 -1.13577 -2.29057
S 6.79811 -0.04206 -2.48078
O 7.67073 -0.44893 -3.53887
O 7.31720 0.18703 -1.16785
O 5.68655 1.10134 -2.94390
H 4.82910 1.53634 -1.07230
H 3.67467 1.45999 -2.35124
H 3.56966 -0.91501 -2.28481
H 4.25534 -0.80329 -0.78883
C -3.85235 0.63593 0.99849
C -4.31817 -0.36419 2.10818
O -5.64446 -0.70798 1.74182
S -6.34115 0.64813 1.15450
O -6.67736 1.63873 2.15191
O -7.38892 0.32522 0.19224
O -4.99899 1.06654 0.29411
H -3.07552 0.22031 0.36780
H -3.49113 1.46858 1.60474
H -4.37611 0.14945 3.07039
H -3.58955 -1.16166 2.23448
C 1.76505 3.46890 1.66659
C 2.58349 3.39823 0.38302
O 3.68407 4.25576 0.56419
S 3.59479 5.15705 1.91694
O 3.03690 6.44733 1.58430
O 4.84830 5.19173 2.62096
O 2.40886 4.27336 2.64322
H 1.69083 2.45382 2.04238
H 0.76033 3.85784 1.50282
H 2.06201 3.65742 -0.53500
H 2.83144 2.33717 0.31988
*
```